C35H31BGeN4SbSe4Ti | ωB97M-V/def2-TZVPD

XYZ file:
```
78
Properties=species:S:1:pos:R:3:mulliken_charge:R:1
Ti -17.54 -5.01 -12.59 -1.4916
B -17.50 -5.84 -15.98 0.1235
N -17.68 -4.33 -15.50 0.0000
C -17.79 -3.34 -16.40 -0.3716
C -18.25 -2.15 -15.79 -1.0397
C -18.43 -2.52 -14.45 -0.6502
N -18.04 -3.83 -14.25 0.8131
N -17.10 -6.85 -14.85 -0.1984
C -16.63 -8.10 -15.20 -0.2926
C -16.74 -8.97 -14.11 -1.0194
C -17.20 -8.15 -13.04 -0.4782
N -17.43 -6.86 -13.49 0.7166
H -18.53 -6.19 -16.55 -0.1635
H -16.52 -5.88 -16.75 -0.1526
H -17.46 -3.39 -17.45 0.3889
H -18.43 -1.17 -16.18 0.4208
H -18.90 -2.08 -13.61 0.5468
H -16.18 -8.18 -16.23 0.3845
H -16.44 -10.00 -14.04 0.4018
H -17.40 -8.35 -11.97 0.4918
Se -12.57 -4.76 -7.17 -0.5465
Sb -14.43 -6.31 -7.23 0.8131
Se -16.71 -5.85 -6.55 -0.5268
Se -14.18 -8.57 -8.11 -0.5710
Se -16.15 -5.27 -10.71 -0.1871
C -20.61 -3.58 -7.92 -0.7224
C -19.38 -3.08 -8.44 -0.7649
C -18.97 -3.40 -9.71 -0.1987
C -19.73 -4.31 -10.53 0.8932
C -19.36 -4.71 -11.84 0.5740
C -20.36 -5.24 -12.67 0.0614
C -21.61 -5.70 -12.17 -1.0424
C -21.89 -5.47 -10.84 -0.8143
C -20.98 -4.74 -10.02 1.1582
C -21.39 -4.40 -8.74 -0.7468
H -20.90 -3.25 -6.92 0.3640
H -18.74 -2.42 -7.88 0.4247
H -18.01 -3.09 -10.11 0.2098
H -20.21 -5.30 -13.74 0.3655
H -22.31 -6.15 -12.88 0.4195
H -22.81 -5.81 -10.36 0.2911
H -22.38 -4.73 -8.41 0.2887
C -15.78 -3.90 -11.99 0.1648
Ge -13.87 -3.71 -12.08 1.6342
C -13.22 -2.08 -11.08 -0.2551
C -13.48 -1.86 -9.73 -0.2014
C -12.99 -0.76 -9.06 -0.6365
C -12.15 0.14 -9.72 -0.4900
C -11.86 -0.11 -11.06 -0.4870
C -12.38 -1.19 -11.74 -0.3800
C -12.78 -5.27 -11.48 0.2059
C -12.67 -6.42 -12.23 -0.0330
C -11.91 -7.49 -11.75 -0.8052
C -11.25 -7.38 -10.53 -0.5585
C -11.23 -6.17 -9.85 -0.4502
C -11.96 -5.12 -10.35 -0.4182
C -13.71 -3.19 -13.97 0.2587
C -12.90 -3.88 -14.87 -0.4885
C -12.65 -3.32 -16.09 -0.4082
C -13.20 -2.07 -16.50 -0.7011
C -14.12 -1.46 -15.63 -0.7530
C -14.34 -2.03 -14.37 -0.0746
H -16.24 -2.91 -11.70 0.5330
H -14.01 -2.62 -9.16 0.4898
H -13.26 -0.59 -8.01 0.3824
H -11.79 1.05 -9.24 0.3674
H -11.17 0.53 -11.68 0.2816
H -12.13 -1.37 -12.79 0.2763
H -13.10 -6.48 -13.23 0.2746
H -11.88 -8.41 -12.32 0.3955
H -10.57 -8.19 -10.22 0.3158
H -10.78 -5.99 -8.86 0.3501
H -12.00 -4.14 -9.80 0.3434
H -12.48 -4.84 -14.59 0.1914
H -11.95 -3.87 -16.75 0.3240
H -12.97 -1.68 -17.49 0.3596
H -14.65 -0.57 -15.96 0.4036
H -15.05 -1.56 -13.71 0.4166
```

Output
HOMO level (spin up / spin down) in eV: -4.7 / -4.7
Total charge: -1
Energy in hartree: -14368.6532

***

C44H72F6N5O10 | ωB97M-V/def2-TZVPD

XYZ file:
```
137
Properties=species:S:1:pos:R:3:mulliken_charge:R:1
C -8.84 2.05 0.73 -0.7011
C -8.40 3.20 1.32 -0.2421
C -7.01 3.44 1.90 -1.5417
C -5.91 3.39 0.88 0.0293
N -5.56 4.40 0.13 0.4022
C -6.07 5.77 0.03 1.1715
F -5.60 6.28 -1.12 -0.3235
F -5.48 6.47 1.01 -0.3318
C -7.57 5.91 0.03 0.0686
C -8.17 6.53 1.14 -0.3592
C -9.55 6.73 1.23 -1.0090
C -10.36 6.27 0.18 -0.6213
C -9.77 5.62 -0.92 0.1236
C -10.69 5.12 -2.01 0.8589
F -10.62 5.85 -3.11 -0.2544
F -11.97 5.18 -1.60 -0.2947
F -10.46 3.84 -2.30 -0.2225
C -8.38 5.46 -1.01 -0.5575
C -4.40 4.05 -0.73 -1.7445
N -4.74 3.66 -2.10 -0.4535
C -3.84 3.96 -2.89 0.5999
O -3.15 4.37 -3.71 -0.3871
C -3.70 3.04 0.22 0.7141
O -3.54 3.83 1.41 -0.7024
C -2.43 2.33 -0.22 0.2876
C -1.16 3.23 -0.20 -0.7272
C 0.05 2.45 0.42 -0.2988
C 1.33 2.52 -0.47 -1.1051
C 1.98 1.13 -0.56 -0.2753
C 3.32 1.13 -1.37 -1.1436
C 4.50 0.85 -0.41 0.1493
C 5.87 1.19 -1.08 -0.8462
C 6.38 -0.09 -1.78 -0.7777
C -4.96 2.18 0.58 2.8385
C -4.66 1.24 1.80 -1.1367
O -4.46 -0.07 1.34 -0.1893
C -3.24 -0.64 1.79 -0.7404
C -2.64 -1.49 0.64 0.1170
O -3.70 -2.04 -0.12 -0.3522
C -3.15 -2.82 -1.19 -0.0629
C -3.91 -2.60 -2.50 -1.0218
C -5.42 1.19 -0.51 -1.8097
O -4.71 0.92 -1.44 -0.4597
N -6.69 0.54 -0.40 0.3907
C -6.89 -0.42 -1.42 0.4575
O -7.00 -1.58 -1.17 -0.4573
F -7.06 -0.01 -2.66 -0.2323
H -8.84 1.07 1.20 0.3910
H -9.19 2.11 -0.30 0.1363
H -9.12 4.02 1.43 0.5944
H -6.83 2.76 2.75 0.5879
H -6.99 4.45 2.33 0.4901
H -7.54 6.87 1.96 0.4859
H -9.94 7.22 2.11 0.4099
H -11.43 6.43 0.25 0.4992
H -7.94 4.97 -1.88 0.5367
H -3.65 4.84 -0.84 1.0441
H -2.81 3.42 1.89 0.7487
H -2.24 1.56 0.55 -0.9075
H -2.54 1.83 -1.18 0.7134
H -1.29 4.14 0.40 0.5513
H -0.90 3.57 -1.21 0.3797
H 0.28 2.88 1.40 0.4778
H -0.21 1.40 0.58 -0.1479
H 1.11 2.89 -1.47 0.4546
H 2.04 3.18 0.05 0.1884
H 2.20 0.70 0.42 0.5610
H 1.27 0.45 -1.05 0.1636
H 3.30 0.40 -2.18 0.2857
H 3.43 2.13 -1.81 0.7723
H 4.33 1.46 0.49 0.5189
H 4.46 -0.21 -0.14 -0.3880
H 6.57 1.54 -0.31 0.3404
H 5.67 1.98 -1.81 0.3497
H 6.65 -0.80 -1.00 0.0169
H 7.25 0.13 -2.40 0.4424
H 5.55 -0.50 -2.38 0.2417
H -5.55 1.23 2.46 0.5140
H -3.83 1.61 2.42 0.1658
H -2.47 0.11 2.02 0.2375
H -3.41 -1.27 2.67 0.4060
H -2.12 -0.77 -0.02 0.0644
H -1.98 -2.28 1.03 0.3984
H -3.21 -3.89 -0.93 0.2999
H -2.10 -2.51 -1.35 0.1104
H -3.36 -2.97 -3.37 0.4121
H -4.16 -1.54 -2.62 0.0806
H -4.85 -3.17 -2.45 0.2889
H -6.75 0.02 0.47 0.3935
C 12.58 -4.93 -1.70 -0.7269
O 11.58 -5.71 -1.09 -0.3413
C 11.71 -5.81 0.33 -0.8206
C 10.57 -5.09 1.02 -0.1770
N 10.67 -3.65 0.86 -0.3018
C 9.49 -2.91 1.29 -1.2314
C 8.18 -3.15 0.53 -0.1600
O 8.20 -2.68 -0.81 -0.3020
C 8.72 -3.60 -1.76 -0.7131
H 12.45 -5.02 -2.78 0.2417
H 12.49 -3.87 -1.43 0.3080
H 13.58 -5.29 -1.44 0.3466
H 12.68 -5.43 0.67 0.4106
H 11.67 -6.87 0.58 0.3945
H 10.59 -5.33 2.09 0.3901
H 9.63 -5.49 0.60 0.1698
H 10.83 -3.44 -0.12 0.0992
H 9.73 -1.85 1.22 0.4128
H 9.32 -3.12 2.36 0.4555
H 7.41 -2.56 1.04 0.3282
H 7.85 -4.19 0.57 0.4127
H 8.52 -4.64 -1.48 0.3234
H 9.79 -3.45 -1.90 0.1988
H 8.23 -3.40 -2.71 0.3286
C 3.34 -4.56 3.64 -0.6946
O 2.86 -5.17 2.45 -0.3290
C 1.44 -5.11 2.31 -0.9070
C 1.07 -4.22 1.14 -0.0652
N 1.36 -2.82 1.43 -0.2335
C 1.24 -1.94 0.27 0.2800
C 2.23 -2.15 -0.88 -1.1510
O 3.57 -1.85 -0.55 -0.2645
C 4.31 -2.91 0.03 -0.3906
H 4.41 -4.77 3.70 0.2425
H 3.20 -3.48 3.61 0.2809
H 2.85 -4.97 4.52 0.3514
H 0.96 -4.77 3.24 0.4296
H 1.09 -6.12 2.10 0.4019
H 0.00 -4.33 0.94 0.2636
H 1.62 -4.57 0.27 0.2083
H 2.30 -2.75 1.79 0.1176
H 1.38 -0.92 0.64 0.2102
H 0.22 -2.00 -0.12 -0.4906
H 1.95 -1.45 -1.67 0.5066
H 2.14 -3.15 -1.32 0.5585
H 3.98 -3.89 -0.32 0.4291
H 4.25 -2.87 1.12 0.1005
H 5.35 -2.77 -0.24 -0.0373
```

Output
HOMO level in eV: -9.7
Total charge: +1
Energy in hartree: -3344.6716